1.
{"formula": "C4H5NdO6", "method": "the ωB97M-V functional and the def2-TZVPD basis", "symbols": ["Nd", "O", "O", "O", "O", "O", "O", "C", "C", "C", "C", "H", "H", "H", "H", "H"], "positions_angstrom": [[0.18738, -2.75471, 2.29676], [0.64402, -1.73964, -0.01407], [2.83901, -1.62595, -0.49549], [-1.29295, -1.01617, 2.18750], [-1.18889, 0.18186, 0.36127], [-0.82322, 1.13349, 2.38318], [1.35510, 0.13836, -0.98972], [0.17189, 0.77612, -1.50218], [-0.73294, 1.30465, -0.40348], [-1.21755, 0.17739, 1.73899], [1.72148, -1.25583, -0.63863], [-0.18897, 2.01890, 0.22598], [-1.60158, 1.79394, -0.86116], [0.53767, 1.62294, -2.09115], [-0.03793, -0.82426, -0.05351], [-0.37252, 0.06890, -2.14430]], "homo_lumo_gap_ev": [5.57, 6.71], "de_lowest_ev": 1.193, "charge": 2, "multiplicity": 4}

=====

2.
{"formula": "C45H44CdP2", "method": "the ωB97M-V functional and the def2-TZVPD basis", "symbols": ["Cd", "P", "P", "C", "C", "C", "C", "C", "C", "C", "C", "C", "C", "C", "C", "C", "C", "C", "C", "C", "C", "C", "C", "C", "C", "C", "C", "C", "C", "C", "C", "C", "C", "C", "C", "C", "C", "C", "C", "C", "C", "C", "C", "C", "C", "C", "C", "C", "H", "H", "H", "H", "H", "H", "H", "H", "H", "H", "H", "H", "H", "H", "H", "H", "H", "H", "H", "H", "H", "H", "H", "H", "H", "H", "H", "H", "H", "H", "H", "H", "H", "H", "H", "H", "H", "H", "H", "H", "H", "H", "H", "H"], "positions_angstrom": [[1.52519, -0.87731, 1.72135], [0.08791, -1.89550, -2.86965], [1.88448, 0.31126, -3.44209], [1.21870, 4.14261, -2.01615], [-3.62361, 1.13239, 2.83271], [1.20218, -2.70716, 4.71961], [0.17926, 0.49825, -3.99528], [0.89073, -1.33827, 4.90572], [-1.06479, -1.36537, -0.41162], [-1.78876, 3.20616, 4.08216], [0.90053, -0.78030, 6.25943], [3.37957, 3.40955, -1.20633], [2.50448, 0.46811, -7.51920], [-0.23011, -5.01230, -5.54853], [-2.88689, 0.22791, 3.80804], [-1.37211, -4.71499, -6.30260], [2.59804, 0.79114, -5.11391], [3.18968, 2.16610, -1.81642], [2.26847, -0.01418, -6.22772], [3.46989, 2.49058, -6.59653], [0.27940, 1.35669, 5.33759], [1.40058, -1.60136, 7.29094], [0.78449, -0.47977, 3.78365], [0.99858, 2.87886, -2.57352], [-2.08840, -3.21376, -1.62578], [2.00544, 1.91019, -2.53341], [0.23371, -4.11613, -4.58902], [-2.92853, 1.72648, 5.88243], [2.40563, 4.40664, -1.32861], [0.50584, 0.57113, 6.44817], [0.37669, 0.82036, 4.01177], [3.22379, -0.27296, 0.58193], [1.94854, -3.35905, 5.70126], [-1.99415, -3.46929, -6.15091], [-0.69974, -0.36082, -3.43205], [-2.00294, -1.51518, 0.61176], [-2.70087, 2.06297, 2.01074], [-2.91426, 3.03935, 5.03914], [3.06823, 1.73594, -7.70189], [-1.51740, -2.56042, -5.20014], [-2.66766, 0.45157, 5.11506], [2.07548, -2.78660, 6.99382], [-0.47685, -2.92891, -4.33242], [-3.07676, -3.29515, -0.63862], [-3.03636, -2.45860, 0.47902], [3.29885, 1.98352, -5.30528], [-1.72958, 2.87927, 2.78251], [-1.11307, -2.21963, -1.53319], [1.79577, -0.99412, -6.09419], [-3.34980, 2.72901, 1.43800], [-0.06728, 1.28191, -4.72394], [-4.06504, 0.44411, 2.09018], [-0.30419, -0.57168, -0.34719], [2.57120, 5.38771, -0.87081], [2.42280, -4.29859, 5.46018], [-3.86679, 3.12388, 4.51612], [-2.58469, -0.75832, 3.42014], [3.21241, -0.59603, -0.46815], [-3.88340, -4.02329, -0.75510], [-1.96934, -1.56458, -5.14880], [0.29475, -5.95405, -5.71159], [-2.32754, -0.38228, 5.75336], [-0.90992, 3.73356, 4.48894], [-1.77085, -0.22341, -3.30034], [0.09651, 1.45829, 3.18163], [-1.77103, -5.44134, -7.01106], [1.14217, -4.32559, -4.02243], [2.64920, -3.30384, 7.75184], [0.38808, 0.99102, 7.45089], [0.45034, 4.90853, -2.11672], [0.00624, 2.40357, 5.43660], [0.93486, -3.19338, 3.77084], [3.91680, 3.47313, -6.72935], [4.13108, -0.62783, 1.08531], [3.94505, 1.38174, -1.72439], [1.29477, -1.24424, 8.32325], [-3.91447, 1.66747, 6.38516], [2.24120, -0.13900, -8.38929], [-3.81070, -2.52622, 1.24963], [-2.85428, 3.86786, 5.76255], [4.28914, 3.58430, -0.63009], [3.19523, 2.13819, -8.71179], [-2.15747, 1.46559, 1.25900], [3.66925, 2.54795, -4.45031], [3.25347, 0.83204, 0.62983], [-2.85409, -3.20632, -6.77195], [0.04401, 2.66723, -3.05571], [-0.86359, 3.20552, 2.20074], [-2.16430, 1.81694, 6.68190], [-2.08974, -3.88371, -2.48257], [-4.42114, 1.72530, 3.27621], [-1.93614, -0.90104, 1.51555]], "homo_lumo_gap_ev": 7.86, "de_lowest_ev": 0.089, "charge": 0, "multiplicity": 1}

=====

3.
{"formula": "C32H57N4OP2PbS", "method": "the ωB97M-V functional and the def2-TZVPD basis", "symbols": ["Pb", "S", "P", "P", "O", "N", "N", "N", "N", "C", "C", "C", "C", "C", "C", "C", "C", "C", "C", "C", "C", "C", "C", "C", "C", "C", "C", "C", "C", "C", "C", "C", "C", "C", "C", "C", "C", "C", "C", "C", "C", "H", "H", "H", "H", "H", "H", "H", "H", "H", "H", "H", "H", "H", "H", "H", "H", "H", "H", "H", "H", "H", "H", "H", "H", "H", "H", "H", "H", "H", "H", "H", "H", "H", "H", "H", "H", "H", "H", "H", "H", "H", "H", "H", "H", "H", "H", "H", "H", "H", "H", "H", "H", "H", "H", "H", "H", "H"], "positions_angstrom": [[0.01549, 0.06955, 0.75775], [0.09855, -1.60379, 3.08818], [-2.47242, -1.00218, -0.08953], [2.79494, -0.07592, 0.28965], [-0.10714, 3.72089, 2.37193], [0.11885, -0.44151, 5.55712], [0.44166, -1.93401, -0.72327], [-1.16097, 0.60210, 4.12278], [-0.27538, 1.23347, -1.65996], [-3.68342, 0.58922, -2.13026], [-3.27917, 1.65378, 0.10973], [0.82004, 2.12920, -4.83032], [2.78424, -1.79798, -0.03764], [-3.20086, -2.43258, 0.91299], [-3.72111, 0.36429, -0.61221], [-1.88662, -1.86398, -1.59748], [-0.27343, -3.70833, -2.17044], [-0.38957, 0.68685, 6.32376], [-0.32404, -0.45019, 4.27893], [-1.66894, 2.40375, -4.64172], [-4.45935, -3.02996, 0.26080], [1.93037, -3.76564, -1.23337], [-0.22132, 2.63515, 2.03318], [-0.13844, 4.06454, -3.52586], [-0.31122, 1.78664, -2.68902], [3.87829, 0.24464, 1.81005], [-3.51154, -1.88625, 2.31697], [5.19809, -0.53220, 1.74772], [2.96238, 0.08524, -2.53393], [3.13836, -0.21437, 3.07578], [3.51354, 0.77023, -1.27448], [0.95013, -4.36251, -2.00354], [-0.50060, -2.52285, -1.47110], [-2.15854, -3.55656, 1.05373], [-1.34654, 1.36241, 5.35178], [1.70198, -2.49060, -0.64286], [4.12288, 1.76384, 1.92158], [5.04176, 0.66078, -1.30372], [-0.32690, 2.59948, -3.93061], [-5.16270, 0.04134, -0.20946], [3.06751, 2.24109, -1.25459], [-5.34177, -2.39372, 0.37508], [-4.32665, -3.25572, -0.80531], [3.45480, 2.77948, -0.38287], [-2.68307, 0.87180, -2.48479], [-1.19718, -3.18277, 1.43350], [1.12325, -5.32652, -2.48108], [-5.27923, -0.11742, 0.87083], [-3.96296, -2.69411, 2.91131], [-1.79934, 0.68570, 3.33911], [-1.08570, 2.41980, 5.19128], [-2.54367, -4.28066, 1.79051], [1.79057, 2.27106, -4.33295], [-4.21399, -1.04224, 2.30270], [5.52996, 1.22772, -0.50290], [-2.58854, -1.57248, 2.82578], [-1.07095, -4.10575, -2.79316], [-4.36766, 1.41791, -2.37576], [3.69315, -2.37606, 0.13483], [5.74861, -0.32281, 2.67705], [-2.49952, 2.75191, -4.01372], [3.78753, -0.03467, 3.94694], [3.45532, 2.74027, -2.15366], [-4.68692, -3.97714, 0.77281], [0.88496, -1.03476, 5.86791], [4.80918, 2.14174, 1.15332], [-2.39208, 1.30767, 5.68764], [0.71417, 1.06425, -5.07028], [2.20651, 0.34234, 3.23651], [-0.16282, 4.72601, -4.40318], [3.18277, 2.33169, 1.86801], [-1.70018, 2.96866, -5.58506], [2.88176, -1.28076, 3.05053], [5.84369, -0.23790, 0.91420], [-4.00047, 2.45157, -0.12192], [-0.89663, 0.34723, 7.23681], [4.57961, 1.97206, 2.90003], [1.86575, 0.12299, -2.57591], [5.03201, -1.61340, 1.69408], [1.97311, 2.32414, -1.25524], [0.43759, 1.35072, 6.60945], [3.28295, -0.96200, -2.59393], [5.37661, -0.38417, -1.26659], [-2.63558, -2.62555, -1.87177], [-1.85560, -1.14927, -2.44131], [-2.28501, 1.98604, -0.21784], [-5.78794, 0.90657, -0.48082], [0.82528, 4.20553, -3.01737], [-0.93174, 4.38101, -2.83760], [-3.26734, 1.52761, 1.20361], [3.36022, 0.60632, -3.41909], [0.83824, 2.68940, -5.77433], [-4.02884, -0.29547, -2.68572], [-5.55913, -0.82084, -0.75760], [2.91271, -4.20895, -1.08631], [-1.83676, 1.34593, -4.87981], [5.39371, 1.08613, -2.25523], [-1.99556, -4.09317, 0.11024]], "homo_lumo_gap_ev": 6.06, "de_lowest_ev": 0.000, "charge": 1, "multiplicity": 1}

=====

4.
{"formula": "C21H25N3O5", "method": "the ωB97M-V functional and the def2-TZVPD basis", "symbols": ["O", "O", "O", "O", "O", "N", "N", "N", "C", "C", "C", "C", "C", "C", "C", "C", "C", "C", "C", "C", "C", "C", "C", "C", "C", "C", "C", "C", "C", "H", "H", "H", "H", "H", "H", "H", "H", "H", "H", "H", "H", "H", "H", "H", "H", "H", "H", "H", "H", "H", "H", "H", "H", "H"], "positions_angstrom": [[-2.28270, 3.60437, 3.81498], [-2.82092, 0.05544, 3.71396], [3.47942, 2.15428, 2.39949], [1.81221, 0.92617, -1.72120], [-0.08647, 3.33969, 4.04215], [0.47913, 0.02671, 1.43181], [2.83102, 0.31774, 0.22182], [2.99837, 3.11997, 0.39070], [1.37054, 3.19564, 2.18781], [-1.23180, 3.48114, 3.25268], [4.11973, 0.91263, -0.07259], [5.41385, 3.13880, -0.10274], [0.43403, 0.33932, 0.14122], [0.24025, 3.36891, 1.31615], [1.75678, 0.53255, -0.56487], [6.55228, 2.46001, -0.85465], [4.06089, 5.29125, 0.06077], [-0.66541, 0.00989, 2.10726], [2.73140, 2.82105, 1.69980], [-3.23888, 0.95148, -0.50202], [-3.13466, 0.39902, 2.37921], [1.12986, 3.17867, 3.50943], [-0.99588, 3.50532, 1.82250], [4.07374, 2.43212, -0.32942], [5.26639, 4.59296, -0.56104], [-0.74707, 0.61240, -0.53071], [2.78431, 4.47288, -0.12030], [-1.89283, 0.32121, 1.53908], [-1.94211, 0.61039, 0.17265], [3.80999, 2.56156, -1.38483], [0.39392, 3.34515, 0.24496], [1.96329, 4.94939, 0.40968], [-3.97030, 0.14993, -0.38053], [4.53895, 0.44469, -0.96431], [-0.60768, -0.23725, 3.15880], [6.31922, 2.38835, -1.92096], [6.74706, 1.45373, -0.48386], [-3.60482, 0.17003, 4.25729], [4.77248, 0.69338, 0.76846], [-3.09214, 1.12000, -1.56694], [-3.89846, -0.27319, 1.96649], [1.89707, 3.00550, 4.25094], [-3.53543, 1.42020, 2.32552], [-1.87452, 3.61790, 1.20375], [5.16075, 4.59487, -1.65330], [2.50946, 4.39986, -1.17692], [7.47485, 3.03406, -0.75505], [6.17934, 5.14896, -0.33527], [-0.70271, 0.85298, -1.58501], [2.61270, 0.14220, 1.19316], [4.22746, 5.43052, 1.13394], [3.92541, 6.28342, -0.37633], [-3.67956, 1.85416, -0.07074], [5.61979, 3.11422, 0.97316]], "smiles": "Cc1cc(C(=O)NC[C@@H]2[C@@H](C)CCCN2C(=O)c2ccc(=O)oc2)ncc1CO", "homo_lumo_gap_ev": 9.26, "de_lowest_ev": 1.331, "charge": 0, "multiplicity": 1}